Record 1
This record from the Open Molecules 2025 dataset describes C45H50N8O3STi as an isolated structure. The level of theory is the ωB97M-V functional and the def2-TZVPD basis.

Calculated values
Energy relative to the best compared isomer or geometry (same formula, charge and spin)   1.235 eV
LUMO level (spin up / spin down)   4.02 / 4.01 eV
M   830.88 g mol⁻¹
HOMO-LUMO gap (spin up / spin down)   4.487 / 5.491 eV

The geometry in ORCA input format:
```
! RIJCOSX wB97M-V def2-TZVPD def2/J DEFGRID3
* xyz -2 3
Ti 0.03942 0.32162 -0.58537
C -4.10613 1.39839 -1.02836
C -2.61526 1.38691 -1.11743
N -1.87285 0.88122 -0.13728
N -2.56941 0.43653 0.96829
C -2.17666 0.96606 2.09495
N -2.83970 0.45076 3.20956
S -1.09957 2.28241 2.33695
C -1.88521 1.96059 -2.18781
C -2.43773 2.69571 -3.26209
C -1.61356 3.29019 -4.17395
C -0.20882 3.16812 -4.02389
C 0.27018 2.41843 -2.98388
N -0.52197 1.79379 -2.09342
H -4.44862 2.14712 -0.30958
H -4.55929 1.59975 -1.99734
H -4.45165 0.43538 -0.65362
H -3.11341 -0.51269 3.07158
H -2.31817 0.60755 4.05778
H -3.51143 2.79258 -3.34405
H -2.03260 3.85733 -4.99733
H 0.48091 3.64229 -4.70769
H 1.33391 2.27522 -2.84094
C -0.34798 -9.18412 0.97760
O 0.69497 -8.26495 1.15894
C 0.60183 -7.43840 2.27149
C -0.21654 -7.68699 3.36426
C -0.23222 -6.79710 4.43049
C 0.54660 -5.63385 4.44890
C 1.38738 -5.42287 3.33325
C 1.40966 -6.30476 2.27411
N 0.48255 -4.84119 5.58659
N 0.86777 -3.56828 5.53529
C 0.65261 -2.77617 4.43933
C 1.54131 -1.72502 4.20582
C 1.46372 -0.93256 3.06050
C 0.48516 -1.12235 2.11384
O 0.47325 -0.40209 0.97444
C -0.52806 -2.07803 2.34936
N -1.53486 -2.19576 1.44376
C -2.52998 -2.99174 1.71371
C -2.63728 -3.72913 2.90949
C -1.59816 -3.67046 3.79914
C -0.47323 -2.86590 3.53107
H -0.21713 -9.61572 -0.01511
H -1.32618 -8.69376 1.03406
H -0.31832 -9.99197 1.72000
H -0.85416 -8.56084 3.39880
H -0.87708 -6.98468 5.28128
H 2.01862 -4.54710 3.30153
H 2.04904 -6.12099 1.41944
H 2.34600 -1.58041 4.91560
H 2.19866 -0.15592 2.89739
H -3.30744 -3.05666 0.95632
H -3.51046 -4.33924 3.10217
H -1.61924 -4.23407 4.72128
C -2.54863 -0.81982 -5.91903
N -1.21731 -1.01512 -5.39091
C -0.22428 -0.35410 -6.20845
C -1.12291 -0.62246 -3.97866
C -0.78515 -1.74787 -3.01801
C -1.01840 -3.04775 -3.45725
C -0.71608 -4.14628 -2.66706
C -0.15429 -3.94148 -1.42000
C 0.05508 -2.64205 -0.97606
C -0.26121 -1.50370 -1.73105
H -2.59385 -1.16272 -6.95603
H -2.87097 0.23714 -5.89155
H -3.26616 -1.40244 -5.33889
H -0.30194 -0.70490 -7.24076
H 0.77346 -0.59430 -5.84330
H -0.33260 0.74498 -6.20598
H -2.07690 -0.17373 -3.68193
H -0.37808 0.16763 -3.87232
H -1.40754 -3.19178 -4.45745
H -0.91187 -5.14935 -3.02867
H 0.11017 -4.77483 -0.78002
H 0.49616 -2.52416 0.00392
C 3.42819 -1.83859 -1.26919
C 3.70920 -0.93115 -2.46384
C 2.65891 -1.03759 -3.56545
C 3.93949 0.50699 -2.06192
C 5.13153 1.10963 -2.44642
C 5.45876 2.39517 -2.05617
C 4.59262 3.06354 -1.20767
C 3.38216 2.51622 -0.79198
C 2.64090 3.25552 0.30459
C 1.18640 3.60470 0.04862
C 2.75451 2.47158 1.61235
C 3.01280 1.25096 -1.30118
O 1.78566 0.75565 -1.11028
H 3.29974 -2.87051 -1.60197
H 2.52633 -1.54647 -0.73932
H 4.25920 -1.80535 -0.56108
H 4.66348 -1.26807 -2.88942
H 1.70431 -0.64748 -3.22259
H 2.49783 -2.07726 -3.86022
H 2.97442 -0.46979 -4.44405
H 5.82136 0.53430 -3.05576
H 6.38439 2.85491 -2.37864
H 4.85935 4.04480 -0.83050
H 3.18794 4.19979 0.42465
H 0.56994 2.70647 0.06376
H 1.03662 4.12372 -0.89997
H 0.79998 4.22328 0.86090
H 2.23816 1.51574 1.50664
H 2.27201 3.00689 2.43118
H 3.79794 2.27793 1.86977
*
```

Mulliken atomic charge list, values in e, 99 entries:
1 Ti -0.98
2 C -1.91
3 C 0.84
4 N 1.70
5 N -1.37
6 C -0.08
7 N -0.51
8 S -0.49
9 C -0.19
10 C -0.55
11 C -0.95
12 C -1.10
13 C -0.32
14 N 0.79
15 H 0.26
16 H 0.56
17 H 0.37
18 H 0.27
19 H 0.33
20 H 0.34
21 H 0.35
22 H 0.48
23 H 0.46
24 C -0.90
25 O -0.45
26 C 0.84
27 C -0.30
28 C -0.46
29 C -0.26
30 C -0.13
31 C -0.41
32 N -0.91
33 N -0.71
34 C 0.02
35 C -0.54
36 C -0.14
37 C -0.25
38 O 0.95
39 C 0.06
40 N 0.26
41 C -0.66
42 C -1.13
43 C -0.87
44 C 0.59
45 H 0.24
46 H 0.37
47 H 0.31
48 H 0.30
49 H 0.39
50 H 0.33
51 H 0.41
52 H 0.38
53 H 0.30
54 H 0.41
55 H 0.38
56 H 0.64
57 C -1.20
58 N 0.16
59 C -0.83
60 C -0.03
61 C 0.91
62 C -0.82
63 C -1.15
64 C -1.57
65 C -0.89
66 C 2.41
67 H 0.44
68 H 0.32
69 H 0.33
70 H 0.37
71 H 0.15
72 H 0.26
73 H 0.60
74 H -0.52
75 H 0.41
76 H 0.37
77 H 0.77
78 H 0.17
79 C -1.41
80 C 0.54
81 C -1.50
82 C -0.15
83 C -0.92
84 C -1.32
85 C -1.10
86 C 0.48
87 C 0.54
88 C -1.06
89 C -1.18
90 C 0.03
91 O 1.15
92 H 0.41
93 H -0.01
94 H 0.46
95 H 0.73
96 H 0.11
97 H 0.49
98 H 0.54
99 H 0.36

***

Record 2
This record from the Open Molecules 2025 dataset describes C45H51BBrN11S4W as an isolated structure in a non-equilibrium geometry. The level of theory is the ωB97M-V functional and the def2-TZVPD basis.

Calculated values
Energy relative to the best compared isomer or geometry (same formula, charge and spin)   0.488 eV
LUMO level (spin up / spin down)   -11.45 / -12.69 eV
M   1148.80 g mol⁻¹
HOMO-LUMO gap (spin up / spin down)   6.997 / 5.891 eV

The geometry in ORCA input format:
```
! RIJCOSX wB97M-V def2-TZVPD def2/J DEFGRID3
* xyz 4 3
W 1.94821 0.63547 -1.67326
C 2.90963 -4.73876 -1.33679
C 1.65152 -4.13176 -0.79965
C 0.50847 -4.83107 -0.50633
C -0.67172 -4.18955 -0.03314
N -0.69133 -2.89013 0.17634
N 0.43727 -2.23357 -0.07308
B 0.50980 -0.74689 0.22881
N 1.17445 -0.41811 1.55041
N 0.59910 -1.18836 2.49518
C 1.01157 -1.06785 3.73028
C 2.05073 -0.14913 4.05236
C 2.64740 0.61348 3.09020
C 3.76407 1.56851 3.38188
C 2.16574 0.44040 1.76317
S 2.87927 1.35535 0.46743
C 0.37350 -1.93087 4.79600
C 1.47124 -2.80998 5.42096
C -0.72018 -2.81545 4.19647
C -0.23587 -1.01270 5.86857
N -0.84502 -0.12521 -0.02980
N -1.57340 0.22159 1.03224
C -2.85983 0.40053 0.84607
C -3.42816 0.23424 -0.44766
C -2.66388 -0.06616 -1.54388
C -3.21407 -0.22611 -2.92644
C -1.28740 -0.22623 -1.28763
S -0.08080 -0.56312 -2.47994
C -3.72363 0.73875 2.04224
C -4.51028 2.02665 1.75451
C -4.69855 -0.43696 2.24717
C -2.87051 0.92149 3.29644
C 1.54653 -2.74849 -0.57450
S 2.75733 -1.51908 -0.81638
C -1.93459 -4.98292 0.22415
C -2.37846 -5.61553 -1.10601
C -3.04420 -4.07954 0.76449
C -1.62325 -6.08552 1.25083
H 2.84058 -5.82290 -1.37467
H 3.76756 -4.47075 -0.71762
H 3.10490 -4.37307 -2.34742
H 0.49348 -5.90275 -0.65993
H 2.38464 -0.06710 5.07863
H 3.97717 1.59890 4.44730
H 3.51366 2.57793 3.05095
H 4.67447 1.26796 2.85909
H 1.93945 -3.45446 4.67459
H 1.02320 -3.44633 6.18334
H 2.24766 -2.21904 5.90876
H -0.31394 -3.48733 3.43779
H -1.50869 -2.21623 3.73574
H -1.16475 -3.41846 4.98682
H 0.51079 -0.38134 6.35277
H -0.68843 -1.62695 6.64650
H -1.01384 -0.37010 5.45212
H -4.49682 0.36288 -0.56806
H -4.28061 -0.01662 -2.95168
H -3.05756 -1.24412 -3.28897
H -2.70753 0.44590 -3.62258
H -5.16775 1.93495 0.88882
H -3.84141 2.87655 1.59915
H -5.14102 2.25245 2.61390
H -5.35899 -0.57576 1.38923
H -5.32773 -0.23623 3.11378
H -4.15883 -1.36923 2.42527
H -2.16312 1.74585 3.18084
H -2.30791 0.01525 3.52482
H -3.52196 1.14837 4.13913
H -2.58934 -4.85182 -1.85779
H -3.29053 -6.18831 -0.94171
H -1.63236 -6.30323 -1.50754
H -3.31251 -3.30345 0.04425
H -2.74514 -3.60088 1.69869
H -3.92931 -4.68455 0.95605
H -0.86278 -6.78323 0.89743
H -2.52834 -6.66311 1.43533
H -1.29333 -5.66284 2.20141
C 3.95026 6.09944 -1.78169
C 4.12546 4.65306 -2.13608
C 5.24716 4.20396 -2.83616
C 5.42096 2.85426 -3.11521
C 4.42997 2.01385 -2.68202
Br 4.43777 0.13275 -2.86561
N 3.33044 2.39295 -2.03445
C 3.18969 3.70383 -1.75538
H 4.21575 6.74238 -2.61976
H 4.61290 6.36153 -0.95426
H 2.92959 6.32515 -1.47812
H 6.00139 4.91312 -3.15692
H 6.29087 2.48027 -3.63796
H 2.30711 3.98657 -1.19758
S -2.00116 6.01835 -5.38859
N -1.02752 4.88492 -5.96715
C -0.60140 4.17872 -4.93064
C 0.28944 3.04209 -4.98144
C 0.78157 2.50543 -6.17849
C 1.58884 1.39464 -6.12590
C 1.93049 0.86503 -4.88510
N 1.50902 1.39333 -3.73524
C 0.65341 2.44857 -3.77291
C 0.11522 2.90536 -2.50597
N 0.49683 2.23743 -1.37508
C 0.01975 2.66919 -0.20120
C -0.85844 3.73677 -0.08259
C -1.25782 4.41025 -1.21419
C -0.76027 3.99242 -2.45380
C -1.11002 4.64189 -3.69668
N -1.90926 5.69167 -3.82069
H 0.49977 2.96328 -7.11907
H 1.96563 0.92400 -7.02336
H 2.55712 -0.01189 -4.83019
H 0.34469 2.14946 0.68517
H -1.20311 4.02738 0.90047
H -1.93586 5.25437 -1.17243
*
```

Mulliken atomic charge list, values in e, 99 entries:
1 W 1.51
2 C -1.78
3 C -0.23
4 C -0.16
5 C 0.02
6 N -0.45
7 N 0.76
8 B -1.43
9 N 0.45
10 N -0.61
11 C -0.15
12 C -0.36
13 C -0.19
14 C -1.83
15 C 1.78
16 S -0.55
17 C 2.03
18 C -1.69
19 C -1.53
20 C -1.37
21 N 1.26
22 N -0.76
23 C -0.17
24 C -0.53
25 C -0.48
26 C -1.76
27 C 1.52
28 S -0.41
29 C 1.76
30 C -1.60
31 C -1.44
32 C -1.47
33 C 1.47
34 S -0.43
35 C 1.90
36 C -1.67
37 C -1.61
38 C -1.49
39 H 0.44
40 H 0.42
41 H 0.37
42 H 0.55
43 H 0.56
44 H 0.45
45 H 0.38
46 H 0.39
47 H 0.34
48 H 0.48
49 H 0.38
50 H 0.31
51 H -0.14
52 H 0.57
53 H 0.39
54 H 0.49
55 H 0.12
56 H 0.57
57 H 0.54
58 H 0.35
59 H 0.32
60 H 0.35
61 H 0.28
62 H 0.49
63 H 0.39
64 H 0.50
65 H 0.17
66 H 0.26
67 H -0.11
68 H 0.56
69 H 0.32
70 H 0.47
71 H 0.39
72 H 0.25
73 H 0.11
74 H 0.57
75 H 0.38
76 H 0.49
77 H 0.22
78 C -1.68
79 C 0.44
80 C -0.34
81 C -0.88
82 C 0.40
83 Br 0.02
84 N 0.18
85 C -0.11
86 H 0.46
87 H 0.37
88 H 0.37
89 H 0.53
90 H 0.56
91 H 0.42
92 S 0.27
93 N -0.62
94 C 0.62
95 C 0.76
96 C -0.51
97 C -1.27
98 C -0.33
99 N 0.35

***

- What is the formula in the second record?
  C45H51BBrN11S4W